14
Properties=species:S:1:pos:R:3:forces:R:3 method="wB97M-V/def2-TZVPD" gap_ev=9.11 de_lowest_ev=2.150 homo_ev=-14.033 smiles="C=[NH+]CNC" e_lumo_ev=-4.9 total_charge=+1
C -0.95888 -0.26315 0.01520 0.56 -1.11 -1.51
C 0.22426 0.89371 1.81748 3.70 -2.78 0.82
C 1.00596 -0.26174 -1.62335 -3.66 0.61 1.61
N -0.81815 0.54597 1.22666 -1.42 2.12 0.05
N 0.22944 -0.86437 -0.46196 0.62 1.03 -0.05
H -1.67737 -1.01206 0.21285 -0.71 -1.04 0.81
H -1.50499 0.29418 -0.73253 0.18 1.11 -0.13
H 1.11560 0.19000 1.63923 -1.03 1.53 -0.31
H 0.33853 1.59154 2.63665 -0.71 0.26 -0.13
H 1.67619 0.49726 -1.36520 0.75 1.37 1.03
H 1.58894 -0.96164 -2.05093 1.69 -2.78 -1.38
H 0.31881 0.12862 -2.37264 -0.08 -0.01 -0.07
H -1.63632 1.07971 1.50590 -0.46 -0.11 -0.29
H 0.09798 -1.85803 -0.44736 0.57 -0.21 -0.44

84
Properties=species:S:1:pos:R:3:forces:R:3 method="wB97M-V/def2-TZVPD" gap_ev=4.36 homo_ev=-2.011 e_lumo_ev=2.3 total_charge=-1
C -3.17999 -5.56323 -1.27202 -0.09 -1.07 0.39
C -3.59877 -5.89559 -2.83070 1.12 0.09 0.29
C -3.82245 -4.57523 -3.77639 -0.85 -1.01 -0.78
C -4.86087 -3.45762 -3.17215 0.15 -0.52 -0.20
N -4.34607 -2.02421 -3.41522 -0.51 -1.50 1.83
C -4.24134 -1.45378 -1.98509 1.66 -0.01 -0.39
C -2.67330 -1.69726 -1.57526 -0.84 -0.10 -0.44
C -1.60876 -0.63125 -2.22052 1.67 0.16 1.06
C -0.61344 -1.24783 -3.36845 0.28 0.82 -0.67
C -0.64658 -0.12601 -0.94903 -0.62 -0.78 0.02
N -4.61317 0.03176 -1.97927 -2.77 -1.68 0.10
C -4.77111 0.57014 -3.39089 -0.41 2.85 -0.21
C -5.83737 0.30323 -1.13228 -0.50 5.07 -0.53
C -6.72476 -0.80696 -0.31104 -0.60 0.40 -0.03
O -6.23978 1.59741 -1.00744 1.91 -6.78 -0.61
H -4.08938 -5.19574 -0.60215 2.00 -0.51 -1.63
H -2.26388 -4.83244 -1.17267 -1.99 -1.35 -0.30
H -2.85060 -6.60879 -0.79915 -0.60 2.21 -0.91
H -4.50337 -6.64110 -2.80134 1.56 1.60 -0.22
H -2.67098 -6.48811 -3.29257 -2.04 1.11 0.92
H -4.30851 -4.97045 -4.79249 1.20 0.74 2.00
H -2.76818 -4.14288 -4.08779 -2.13 -0.64 0.92
H -5.03995 -3.59646 -2.00449 0.68 0.35 -2.54
H -5.93494 -3.62999 -3.66327 2.19 0.42 0.74
H -3.39206 -2.06405 -3.85270 -1.16 -0.29 0.48
H -2.63011 -1.77754 -0.40233 0.36 0.54 -2.17
H -2.38589 -2.78250 -1.97930 -0.59 2.26 0.90
H -2.08102 0.34580 -2.65808 0.56 -2.03 0.87
H 0.30294 -0.49000 -3.47291 -1.75 -1.69 0.18
H -1.10048 -1.27217 -4.45804 0.81 -0.07 2.41
H -0.18992 -2.31560 -3.14039 -0.88 2.00 -0.23
H -1.28686 0.60776 -0.28357 1.47 -1.30 -1.36
H -0.42434 -1.07558 -0.27394 -0.27 1.95 -1.40
H 0.37322 0.32969 -1.30785 -1.96 -0.60 0.73
H -3.78136 0.47885 -4.03696 -2.20 -0.24 1.51
H -5.72136 0.16452 -3.95623 2.15 0.46 1.05
H -4.95168 1.74442 -3.27410 0.35 -2.38 -0.27
H -7.85719 -0.43353 -0.34286 2.54 -0.40 -0.01
H -6.72729 -1.88231 -0.77509 0.60 2.21 1.02
H -6.42273 -0.78551 0.83469 -0.42 -0.28 -2.52
C 3.51868 -2.06800 -1.69198 0.02 -0.08 0.01
C 3.80587 -0.93706 -0.70841 -0.17 -0.29 0.11
N 3.80537 -1.36414 0.69286 -0.07 0.16 0.37
C 3.76936 -0.24646 1.64192 -0.29 -0.09 -0.17
C 4.96514 0.70013 1.66215 0.18 0.21 0.18
C 4.72054 -2.45168 1.04258 -0.30 -0.17 -0.28
C 6.20357 -2.25309 0.74524 0.35 -0.09 0.11
H 2.58719 -2.58529 -1.43933 0.14 0.10 0.02
H 3.41228 -1.66296 -2.70429 0.02 -0.02 0.16
H 4.32907 -2.80144 -1.71828 -0.06 0.01 0.01
H 3.01884 -0.18736 -0.85060 0.09 -0.01 0.31
H 4.74908 -0.45604 -0.98440 0.17 0.12 -0.14
H 3.60965 -0.63516 2.65566 0.07 -0.16 -0.18
H 2.87276 0.34903 1.42921 0.05 -0.15 -0.16
H 5.83551 0.24103 2.13293 0.02 0.03 -0.10
H 4.71853 1.58944 2.25160 0.00 -0.04 -0.05
H 5.24450 1.04070 0.66181 -0.03 -0.06 0.06
H 4.39045 -3.35765 0.51899 -0.04 0.18 -0.05
H 4.60487 -2.70167 2.10493 -0.13 0.28 -0.11
H 6.38259 -1.86030 -0.25864 -0.06 0.00 0.06
H 6.72209 -3.21580 0.81431 -0.05 0.07 -0.02
H 6.67589 -1.58796 1.46987 0.01 0.04 -0.14
C 1.72809 3.33807 1.68701 -0.04 0.04 -0.04
C 1.81841 3.63019 3.18215 0.17 0.14 -0.24
N 2.62319 4.81188 3.50134 0.35 0.10 0.34
C 2.96771 4.91464 4.92330 0.12 -0.19 -0.23
C 1.82394 5.10744 5.91372 -0.11 0.11 0.30
C 2.21972 6.06623 2.86386 0.08 -0.21 -0.35
C 0.79191 6.55126 3.09481 -0.21 0.28 0.03
H 2.72371 3.26867 1.23642 -0.08 0.07 0.09
H 1.22012 2.38113 1.52466 0.02 0.16 0.04
H 1.15712 4.10407 1.15542 0.06 -0.08 0.00
H 2.27889 2.75141 3.64839 0.08 0.24 0.18
H 0.80670 3.70707 3.59170 -0.19 -0.08 0.03
H 3.69616 5.72332 5.06349 -0.13 0.00 -0.22
H 3.50805 4.00291 5.20707 -0.10 -0.03 -0.18
H 1.41845 6.11920 5.87016 -0.07 -0.09 -0.02
H 2.19337 4.95801 6.93368 -0.02 -0.01 -0.07
H 1.01040 4.39489 5.75528 0.07 0.07 -0.03
H 2.36951 5.96318 1.78180 -0.03 -0.15 0.13
H 2.91413 6.86526 3.15335 0.02 -0.28 0.17
H 0.05181 5.75774 2.96565 0.08 0.03 0.01
H 0.55240 7.33921 2.37216 0.02 -0.10 0.06
H 0.66806 6.98607 4.08787 -0.08 -0.11 -0.04